The following is a DFT calculation (ωB97M-V/def2-TZVPD) of one molecule with the formula C30H28N2O3S at a distorted geometry.

CARTESIAN COORDINATES (ANGSTROEM)
O1 -1.33727 -0.82687 -1.96792
C1 -2.28329 -0.53015 -2.98735
C2 5.34961 -3.33544 2.80391
O2 -2.96003 -1.49485 -0.55311
H1 -4.00224 1.79946 -0.99575
C3 -0.53938 2.13148 1.51380
C4 -4.24764 2.86187 -1.03449
C5 0.40749 3.26832 -2.96833
H2 -3.93198 5.48905 -0.75528
H3 -1.07345 3.06760 1.44549
H4 -1.90863 1.09117 0.26143
H5 -5.68536 4.11820 -2.05702
C6 0.00655 -2.53105 0.36628
O3 -3.48730 1.38093 -3.78889
C7 -3.06231 5.04536 -1.21741
H6 0.95482 2.91782 2.84050
C8 -0.99490 1.03473 0.83381
H7 -1.00109 1.27222 -1.88507
H8 -5.13936 2.72009 -2.99073
C9 3.07731 -3.88944 2.05023
C10 0.61404 2.04253 2.30777
C11 4.07541 -2.94888 2.43647
H9 -1.36064 -4.11530 0.07722
C12 -0.80975 3.90370 -2.36623
C13 -1.98219 5.83718 -1.55081
C14 -3.05227 3.67347 -1.44839
S1 3.93961 -1.21857 2.46533
H10 3.43371 -4.90902 2.16925
H11 -2.01087 6.89997 -1.36226
H12 -6.28270 2.50156 -1.66146
C15 -2.60967 0.97200 -3.06653
N1 1.52384 -1.44034 1.87014
H13 7.23353 -2.38232 3.38874
C16 1.09790 -5.01847 1.11878
H14 1.11637 4.02850 -3.28515
C17 0.61468 -4.86860 -0.32039
C18 1.83841 -3.77067 1.52108
C19 1.29128 0.86027 2.42830
H15 5.64981 -4.36770 2.85618
C20 0.85525 -0.28533 1.72949
C21 -5.41677 3.06603 -1.99898
H16 0.13735 2.66195 -3.83203
H17 -1.85504 -0.85742 -3.93753
C22 5.58466 -1.06356 2.93831
N2 -1.82336 1.72126 -2.26841
H18 6.00143 -0.08668 3.08816
H19 1.74467 -5.89088 1.21748
H20 -4.54955 3.17370 -0.03045
C23 -0.42834 -3.76128 -0.37655
C24 6.20743 -2.26527 3.08725
H21 -0.00502 5.88059 -2.36867
H22 0.90374 2.62224 -2.24142
H23 1.46350 -4.61676 -0.96045
C25 1.12484 -2.53385 1.26111
H24 0.23304 -5.16301 1.77362
H25 2.16083 0.76990 3.05757
H26 -3.21782 -1.07114 -2.80402
C26 -0.29751 -0.18544 0.90492
H27 0.18386 -5.80407 -0.68061
C27 -1.80706 -1.25375 -0.77914
H28 -0.65536 -3.50200 -1.41403
C28 -1.92031 3.11755 -2.04249
C29 -0.85607 5.26505 -2.11664
C30 -0.67237 -1.35221 0.19167

E_LUMO = -0.4 eV
HOMO energy = -7.77 eV
spin multiplicity = 1
relative energy (zero: lowest compared OMol25 entry of this formula, charge and spin) = 0.0 kJ/mol
Kohn-Sham gap = 7.336 eV
electronic energy = -1893.46013 Eh
structure (SMILES) = CCc1cccc(C)c1NC(=O)COC(=O)c1c2c(nc3ccccc13)/C(=C\c1cccs1)CCC2


The following is a DFT calculation (ωB97M-V/def2-TZVPD) of C30H28N3O4ReSb as an isolated structure.

CARTESIAN COORDINATES (ANGSTROEM)
H1 -1.57893 3.43310 -0.24323
C1 -0.82074 4.01713 2.70300
O1 0.79743 -1.70716 -4.74002
C2 -3.50960 0.09504 1.66812
C3 -4.83892 -0.26399 1.83583
C4 2.90522 -0.73134 -3.92630
H2 4.30035 -2.97753 2.24213
C5 2.29449 -3.10220 1.49658
H3 -1.38918 -2.73071 -0.50990
C6 1.88444 0.30494 -2.18548
C7 3.91349 -1.10496 -4.78600
O2 1.43363 1.01518 -1.24649
H4 -1.84232 -1.52290 -3.24041
H5 2.31096 -4.17362 1.36126
H6 4.60226 1.28654 -1.74373
C8 5.18942 -0.60331 -4.52124
C9 4.41857 0.62726 -2.57894
O3 -2.20494 1.21500 -1.35515
H7 3.72547 -1.75388 -5.62917
H8 -3.20342 1.09949 1.92528
C10 1.15266 -2.38146 1.19176
H9 6.44275 0.60986 -3.28258
H10 -2.63874 -3.93990 -0.26181
H11 -4.66577 -3.44709 0.72755
H12 4.24340 -0.54542 2.50646
H13 6.00865 -0.87396 -5.17247
H14 0.10165 2.85610 -0.26927
C11 -2.99247 -2.12426 0.80991
C12 -0.93218 3.67631 4.04152
Re1 -0.57902 0.40264 -1.81172
H15 -1.84060 -0.10764 -4.09737
C13 3.36619 -1.05899 2.13702
C14 -0.74543 3.04578 1.70495
C15 2.34648 1.18542 2.03869
H16 -0.78582 5.06017 2.42142
C16 1.45083 -1.07376 -3.97161
C17 -0.97000 2.34428 4.42468
C18 -0.89878 1.35654 3.45491
H17 0.29490 -2.91690 0.80968
H18 1.84565 1.76264 1.26310
C19 -2.07079 -3.15668 0.23431
C20 -5.24531 -1.54436 1.50655
H19 -1.47830 -3.63546 1.01740
N1 -2.00079 -0.51191 -3.16062
H20 -1.05283 2.07346 5.46789
C21 -0.61846 3.47685 0.27226
C22 3.40319 -2.43325 1.98460
C23 5.43913 0.24473 -3.44335
H21 -5.54625 0.45820 2.21689
H22 -0.92930 0.31754 3.76221
C24 -4.33272 -2.45378 0.99360
H23 -4.08023 -0.43584 -3.34752
C25 3.15689 0.11850 -2.84032
C26 1.10360 -0.99906 1.37259
C27 2.23549 -0.30007 1.83576
H24 -6.27688 -1.83789 1.63687
H25 -0.98733 4.45542 4.78737
H26 3.39751 1.46616 2.02487
C28 -0.78495 1.71361 2.11078
N2 -3.31598 -0.24209 -2.70789
H27 -0.25414 4.50025 0.21143
H28 1.93548 1.49369 3.00053
N3 0.89235 -0.42263 -2.80953
Sb1 -0.68567 0.00923 0.90124
C29 -2.58961 -0.83574 1.17812
O4 -4.45418 1.38363 -1.54135
C30 -3.45196 0.84508 -1.85561

E_LUMO (spin up / spin down) = -8.0 / -7.7 eV
HOMO energy (spin up / spin down) = -14.32 / -14.32 eV
spin multiplicity = 2
relative energy (zero: lowest compared OMol25 entry of this formula, charge and spin) = 0.0 kJ/mol
net charge = +2
Kohn-Sham gap (spin up / spin down) = 6.267 / 6.602 eV
<S²> = 0.93
electronic energy = -1943.15692 Eh


The following is a DFT calculation (ωB97M-V/def2-TZVPD) of C30H29As2CaN3O8S as an isolated structure at a distorted geometry.

CARTESIAN COORDINATES (ANGSTROEM)
C1 2.49832 1.35498 0.40824
C2 1.48707 -4.27514 3.74749
H1 0.69150 4.87694 0.00131
C3 0.01452 3.18995 -2.68503
C4 -0.40700 -3.63322 1.83181
H2 -1.13062 -3.38853 1.06625
H3 -1.98964 5.46441 -1.08133
O1 0.03219 -1.72390 -1.93470
H4 1.81339 -1.27418 1.09638
C5 -0.50432 4.03962 -1.66093
C6 5.26976 -0.54385 2.14535
H5 -3.67063 -2.24429 -6.51045
H6 0.34094 -6.06256 4.07064
As1 0.03000 0.16647 2.11208
C7 -3.95186 -1.01351 -3.36634
C8 -1.62201 4.82390 -1.87867
H7 -3.15758 5.42596 -3.26306
C9 -1.81557 -0.41226 2.49583
H8 -1.26149 -2.32265 -5.79406
Ca1 0.57252 0.77256 -1.61636
C10 3.53449 0.95783 1.41736
C11 -1.83662 3.94178 -4.08871
O2 1.09319 2.52299 -2.51329
C12 1.60129 -3.10279 3.02291
H9 -2.18113 -0.91143 1.59658
N1 -1.17395 2.99312 1.76077
H10 1.76341 -0.07476 4.05569
C13 0.43075 -5.13883 3.51022
O3 -3.66334 0.25403 -0.75663
H11 0.42621 -1.20404 4.33811
C14 -2.28685 4.80391 -3.09599
H12 -5.37464 -1.44349 -4.91282
C15 3.48645 1.49889 2.69959
C16 5.22112 0.00264 3.41759
H13 -2.37597 3.88489 -5.02965
H14 -2.43659 0.46639 2.67551
C17 0.64692 -2.74911 2.06597
H15 2.44691 -2.44313 3.18002
C18 -4.32877 -1.44610 -4.62814
C19 -2.61135 -1.01441 -3.00487
H16 2.23280 -4.52964 4.49415
H17 0.23608 -1.58677 0.35048
N2 0.65404 2.68803 0.12814
H18 5.85676 -0.38487 4.20550
H19 -4.67533 -0.66321 -2.64090
O4 0.82662 -2.19693 -4.18407
C20 -1.67889 -1.50166 -3.88726
N3 1.86898 2.44091 0.75813
C21 -0.71816 3.16402 -3.89883
C22 -0.50607 -4.81488 2.54019
S1 0.01041 -1.34410 -3.34058
C23 4.42906 -0.07367 1.15063
O5 0.24276 0.07941 -3.54681
H20 -1.88865 -1.09062 3.34710
C24 0.76302 -1.49737 1.30008
C25 0.13181 3.99043 -0.31851
C26 0.68308 -0.19826 4.00863
O6 -2.42129 -2.12536 -0.39424
H21 -1.92390 3.68482 1.81442
C27 -0.41729 3.16801 0.76809
C28 -3.37247 -1.90515 -5.52514
H22 4.42299 -0.51973 0.16459
O7 2.30079 0.58189 -0.57158
C29 4.33124 1.03102 3.68822
H23 -0.37777 2.48135 -4.66801
O8 -1.08028 0.40368 -0.60577
H24 4.27909 1.45122 4.68456
H25 -1.31410 -5.50183 2.32455
H26 5.95940 -1.35337 1.93929
As2 -2.12776 -0.72217 -1.15259
H27 2.73968 2.25414 2.89689
H28 0.23255 0.52770 4.68880
H29 -3.28262 0.98634 -0.26682
C30 -2.03759 -1.94245 -5.14599

E_LUMO = 4.6 eV
HOMO energy = -2.23 eV
spin multiplicity = 1
net charge = -2
Kohn-Sham gap = 6.795 eV
electronic energy = -7474.25199 Eh


The following is a DFT calculation (ωB97M-V/def2-TZVPD) of C30H29BClF5N7O7SSn as an isolated structure at a distorted geometry.

CARTESIAN COORDINATES (ANGSTROEM)
H1 3.49949 5.58749 3.41629
C1 -3.80658 -3.17258 3.13717
H2 5.89555 -1.66772 -1.39931
H3 -4.78760 -2.83157 -3.23022
F1 0.69782 0.89368 0.82405
H4 5.00567 -1.98837 -2.83287
Cl1 1.06986 4.84392 -2.92284
H5 9.81175 2.35232 1.15211
H6 -4.63796 -5.54328 3.78778
H7 5.11608 4.07687 2.27376
C2 -2.71579 -0.61194 -3.54045
H8 -3.14271 -0.45037 -4.52112
H9 -6.30063 -1.46503 -4.61557
N1 5.41000 -1.31170 -2.20794
C3 -1.20115 -1.41101 0.22383
C4 -5.61604 -5.10637 2.03186
C5 -3.02576 -1.54739 -1.37576
H10 -0.21057 -1.04516 0.46748
C6 -1.72354 -1.13930 -1.03736
H11 -4.42373 -4.75831 0.27619
C7 1.81835 4.78118 2.34939
H12 -2.98787 -3.80765 3.51359
H13 -6.26118 -5.27255 4.01280
O1 2.25153 4.00755 -2.95071
N2 -5.43201 -4.95795 3.50816
N3 2.30291 3.08717 0.75021
C8 -3.77183 -2.25645 -0.42636
H14 -5.43518 0.05929 -4.14098
H15 -4.99819 -3.44947 4.93865
H16 -5.91334 -2.90574 3.51032
C9 -5.72768 -0.94227 -3.86287
C10 8.73726 2.35097 1.01887
F2 -0.82253 0.41816 2.46836
H17 8.46512 0.44061 1.94843
H18 1.07662 5.41940 2.80621
C11 -0.83666 -0.49054 -2.02227
H19 -3.50653 -5.37979 1.66157
C12 1.44001 3.83793 1.40292
C13 5.97591 2.33117 0.64832
N4 4.89114 0.46218 -0.91341
H20 -5.89009 -6.13478 1.79830
N5 -3.52397 -1.25493 -2.62618
F3 1.36581 -0.17175 2.74382
H21 -4.78653 -2.56145 -0.63603
C14 4.52063 2.27619 0.34603
C15 -1.45515 -0.20737 -3.29938
C16 3.60157 3.18444 1.03782
N6 -4.03878 -3.31881 1.71879
H22 -5.94760 -0.37768 -1.73027
C17 -0.70586 0.58004 -4.42141
O2 0.33775 -0.30813 -1.72645
H23 -3.55312 -2.13762 3.35852
F4 -1.40495 -2.49311 2.31364
Sn1 1.57371 1.66099 -1.95070
B1 0.51156 0.80517 2.22200
H24 -6.86541 -1.87935 -2.18442
C18 -5.09882 -3.53957 3.85787
C19 6.73880 3.40803 0.20897
C20 4.06560 4.06186 2.01861
C21 3.15878 4.88401 2.66616
C22 -3.22916 -2.57073 0.81003
H25 8.69688 4.25284 0.02845
F5 0.76312 2.03735 2.82026
O3 0.24147 1.27211 -4.00159
H26 0.40099 3.66987 1.15501
C23 8.11203 3.41824 0.39322
O4 -1.16949 0.46112 -5.55703
C24 4.58749 -0.23726 -1.96642
C25 -4.79951 -1.76300 -3.02588
H27 -6.41891 -4.43684 1.72689
H28 6.24933 4.22981 -0.29683
O5 -0.04393 4.07333 -2.45623
O6 1.30280 5.93562 -2.02565
O7 0.81249 5.34541 -4.22810
C26 -1.93989 -2.13950 1.11624
C27 -4.31432 -4.68797 1.35645
N7 4.04723 1.41439 -0.48728
H29 6.01695 0.43030 1.62791
C28 7.97937 1.28015 1.46765
C29 6.60735 1.26696 1.28409
C30 -6.05642 -1.20081 -2.42237
S1 3.37022 0.03505 -3.16277

E_LUMO = -0.5 eV
HOMO energy = -4.17 eV
spin multiplicity = 1
relative energy (zero: lowest compared OMol25 entry of this formula, charge and spin) = 200.0 kJ/mol
net charge = -1
Kohn-Sham gap = 3.635 eV
electronic energy = -3667.42600 Eh


The following is a DFT calculation (ωB97M-V/def2-TZVPD) of C30H29BCo2O8 as an isolated structure at a distorted geometry.

CARTESIAN COORDINATES (ANGSTROEM)
H1 1.65462 4.43521 -4.31263
H2 -2.80079 2.21372 -6.06603
H3 -0.59224 -3.35531 6.73276
C1 1.30783 -2.60714 4.29370
C2 2.95573 5.39159 -1.24297
O1 -4.46671 -2.31045 3.03895
C3 -1.10092 -3.01337 5.81838
Co1 -0.39065 -2.09756 4.39299
H4 0.17155 0.58483 0.45847
C4 1.12156 1.15092 -1.33648
H5 3.87506 5.86256 -1.61026
H6 -2.19910 -5.71239 5.03165
C5 -3.24019 -6.47547 2.77259
C6 0.15053 2.34646 -3.53417
O2 -1.05496 -1.13519 1.69167
C7 -1.01551 3.05184 -3.26339
H7 -0.67966 0.95356 -6.52142
C8 1.71823 -0.17212 -1.63708
H8 -3.56295 -7.00186 3.67469
O3 1.34733 3.67253 -1.74900
H9 4.79290 1.82750 -1.62618
H10 2.80799 5.74648 -3.93022
H11 0.93795 -0.94046 -1.72986
H12 -0.03663 2.36695 -0.03405
C9 -2.08592 3.00874 -4.18292
O4 2.65373 2.19651 -3.11407
H13 -1.11211 3.62029 -2.33634
H14 -1.93570 -4.68146 -0.41320
B1 1.39987 2.39983 -2.42412
H15 2.21155 6.17866 -1.09382
C10 -3.94556 -2.36598 4.06877
Co2 -3.02855 -2.60912 5.55369
O5 -3.51775 -0.23917 7.18624
C11 1.98867 5.13611 -3.53703
H16 3.15473 4.90147 -0.28516
H17 4.91220 3.48583 -1.01808
C12 -0.30814 -0.53870 5.27064
H18 -4.27911 -7.79899 1.42965
H19 -2.99978 3.55718 -3.95173
C13 4.21349 2.72421 -1.37847
H20 2.29080 -0.14887 -2.56695
H21 5.08834 4.47552 -3.36849
H22 4.02097 3.83645 -4.65210
C14 -1.96920 2.25803 -5.35728
C15 0.39095 1.38750 -0.25036
C16 -3.39714 -1.17652 6.51819
H23 -3.46566 -6.64073 -0.62690
C17 2.44033 4.39938 -2.27650
C18 4.51099 3.60554 -3.70155
H24 1.15964 5.80591 -3.28306
C19 -2.38921 -5.34316 2.91439
O6 2.35142 -3.11102 4.23207
H25 5.20912 2.77706 -3.85052
C20 0.28498 1.60776 -4.70103
C21 -0.76372 -1.47040 2.76641
C22 -3.62684 -6.92871 1.51566
C23 -0.78632 1.55582 -5.61930
C24 -1.44874 -3.75237 4.66980
H26 -1.23395 -3.86108 1.83283
H27 3.49780 2.48279 -0.58070
C25 3.49740 3.22354 -2.63211
O7 -4.57257 -4.79643 6.68512
H28 2.38375 -0.48861 -0.82258
H29 1.20525 1.05322 -4.90223
C26 -1.98247 -4.96048 4.25311
C27 -4.00526 -3.87262 6.27677
C28 -2.31895 -5.16789 0.48373
C29 -3.16500 -6.27741 0.36085
C30 -1.94000 -4.69171 1.74379
O8 -0.28931 0.46125 5.85280

E_LUMO = -4.1 eV
HOMO energy = -5.72 eV
spin multiplicity = 1
relative energy (zero: lowest compared OMol25 entry of this formula, charge and spin) = 0.0 kJ/mol
Kohn-Sham gap = 1.632 eV
electronic energy = -4552.69649 Eh


The following is a DFT calculation (ωB97M-V/def2-TZVPD) of C30H29BrF4N7OPS3Sr as an isolated structure at a distorted geometry.

CARTESIAN COORDINATES (ANGSTROEM)
C1 1.40870 -0.91230 -3.35435
C2 -2.91250 1.88366 -5.28461
P1 -0.30617 -0.95878 -2.67313
C3 -1.83045 -3.35449 -2.57119
H1 -1.91339 0.92258 2.92133
F1 0.06875 -2.25263 -5.51938
C4 2.94271 1.49629 0.80887
C5 -4.17984 1.95928 2.05545
C6 -1.69676 1.45347 -5.80578
H2 3.87541 -2.81345 1.80079
H3 -3.85022 -0.95942 0.23794
H4 3.62129 -0.61377 3.79263
H5 -5.28081 1.99816 2.03099
C7 -2.49159 -4.41189 -3.12910
N1 -2.37984 4.83221 -2.38503
Sr1 0.36951 0.17142 0.86508
C8 -2.15154 0.48889 1.91127
S1 1.87197 1.90036 2.10926
H6 -5.23817 0.15782 0.32388
C9 -4.14606 0.07789 0.42183
H7 -3.23625 4.56867 -1.91363
O1 1.24428 -1.95327 1.53661
H8 -2.71880 0.35636 -2.25791
Br1 -2.02515 -3.07640 -0.70219
H9 -4.22978 1.80861 -3.58387
C10 -1.45390 -3.96959 -5.24573
H10 -3.96814 -0.08489 3.87894
H11 -5.37575 -0.41017 2.82273
H12 1.42851 2.83880 -1.46033
C11 -0.79239 -2.91754 -4.70241
C12 -4.27399 -0.40419 2.87649
N2 -1.41246 3.94637 -1.92739
H13 -3.56744 2.51576 -5.87446
F2 -1.25016 -4.32667 -6.53751
H14 2.78320 -2.21003 3.86712
C13 4.12047 -0.80449 -4.05859
C14 4.78869 2.60504 2.05676
H15 1.44869 1.21987 -3.57415
H16 3.86396 -1.90237 0.25616
H17 4.10570 -2.93244 -3.78423
S2 2.51846 0.46554 -0.53415
F3 -3.05244 -5.75237 -5.03755
C15 4.29694 1.88518 0.91347
H18 5.17197 -0.76127 -4.31490
H19 -3.78484 2.62133 1.27672
C16 -2.44970 0.65829 -3.26382
H20 -2.48786 4.68372 -3.38217
H21 1.88080 -0.68000 4.12059
N3 -0.12601 4.14065 -2.10445
H22 -3.65893 0.70539 -0.33182
C17 -3.28593 1.47749 -4.00682
C18 -0.92373 -2.52401 -3.33480
C19 -2.33529 -4.74158 -4.46660
C20 3.36846 0.35937 -4.00333
N4 -0.60006 2.25795 -1.03482
C21 -0.85462 0.63556 -5.05874
C22 3.86606 -1.82519 1.33935
C23 -3.66574 0.52676 1.80862
S3 2.35623 -0.98807 1.82529
N5 5.18054 3.17805 2.97759
C24 3.52003 -2.02036 -3.75316
H23 1.72638 -3.01662 -3.11784
C25 2.18146 -2.07087 -3.38836
H24 -1.40095 1.75833 -6.80471
F4 -3.32195 -5.18926 -2.39166
N6 -1.72901 2.85189 -1.30186
C26 5.28369 1.45617 -0.03942
C27 2.70078 -1.16001 3.58866
H25 -3.83436 2.32851 3.02674
H26 0.09088 0.32079 -5.48021
C28 2.02541 0.30408 -3.65333
N7 6.07404 1.10709 -0.80306
H27 3.84042 1.31687 -4.19207
C29 -1.21584 0.22790 -3.76967
H28 4.71519 -1.22388 1.66082
H29 -3.90930 -1.42403 2.71631
C30 0.37186 3.05675 -1.52678

E_LUMO (spin up / spin down) = 4.0 / 4.0 eV
HOMO energy (spin up / spin down) = -1.32 / 0.41 eV
spin multiplicity = 1
relative energy (zero: lowest compared OMol25 entry of this formula, charge and spin) = 526.8 kJ/mol
net charge = -2
Kohn-Sham gap (spin up / spin down) = 5.320 / 3.581 eV
electronic energy = -6159.06167 Eh


M (g mol⁻¹)
496.63; 802.54; 781.56; 891.64; 646.23; 874.30